Entry 1:
The following is a quantum chemistry calculation of 2 unconnected molecules or ions with the total composition C4H12NO, from OMol25.

Summary:
Charge   +1
HOMO-LUMO gap   11.50 eV
HOMO energy   -14.42 eV
Spin multiplicity   1
Molar mass   90.15 g mol⁻¹

Last column: Löwdin charge in e.
CARTESIAN COORDINATES (ANGSTROEM)
O: 0.34103 0.22479 -1.05277  0.01
C: -0.43196 -0.23339 -1.87629  -0.26
C: -0.33297 0.02324 -3.32636  -0.03
H: -1.26039 -0.86033 -1.52475  0.13
H: -0.11621 -0.90006 -3.88011  0.11
H: 0.45156 0.74031 -3.54664  0.09
H: -1.30837 0.36229 -3.66934  0.10
C: -1.07803 -0.48363 1.90670  0.00
N: 0.38335 -0.33580 1.63143  -0.06
C: 0.96473 0.88352 2.25241  0.00
H: -1.42995 -1.39240 1.42879  0.10
H: -1.22812 -0.57746 2.97229  0.10
H: -1.56791 0.39007 1.49885  0.11
H: 0.50626 -0.26733 0.59211  0.10
H: 0.91558 -1.13703 1.96768  0.18
H: 0.52322 1.76002 1.79868  0.11
H: 2.03261 0.91759 2.08175  0.11
H: 0.71850 0.90751 3.31164  0.11

---

Entry 2:
The following is a quantum chemistry calculation of a molecular structure, C4H7NS3 at a distorted geometry, from OMol25.

Summary:
HOMO-LUMO gap   8.60 eV
HOMO energy   -8.64 eV
Spin multiplicity   1
Molar mass   165.31 g mol⁻¹

Last column: Löwdin charge in e.
CARTESIAN COORDINATES (ANGSTROEM)
C: 1.07538 -0.10725 1.05252  -0.29
C: -0.42351 -0.10050 1.21038  -0.26
C: -1.07991 -0.56264 -0.08800  -0.78
C: -1.34754 0.98690 0.27973  -0.70
H: 3.25459 -1.36506 -1.53670  -0.05
H: 1.74965 0.30502 1.96045  0.15
H: -0.85680 -0.68113 2.02676  0.12
H: -0.36180 -0.63576 -0.89002  0.06
H: -1.93877 -2.60728 -1.36650  0.06
H: -2.21777 1.25586 0.99861  0.11
H: 0.05024 2.52638 0.83535  -0.03
N: 1.52112 -0.67781 -0.04767  -0.48
S: 3.11988 -0.55390 -0.27422  0.70
S: -2.59690 -1.40638 -0.25764  0.66
S: -0.50259 2.25075 -0.49452  0.73

---

Entry 3:
The following is a quantum chemistry calculation of 2 unconnected molecules or ions with the total composition C21H24BCl3N2OS at a distorted geometry, from OMol25.

Summary:
HOMO-LUMO gap   7.82 eV
HOMO energy   -8.38 eV
Spin multiplicity   1
Molar mass   469.67 g mol⁻¹

Last column: Löwdin charge in e.
CARTESIAN COORDINATES (ANGSTROEM)
Cl: 2.47497 -2.79370 3.84783  0.58
B: 2.64299 -1.13081 3.15280  -1.76
Cl: 2.04675 0.24039 4.19137  0.59
Cl: 4.31949 -0.85369 2.52489  0.59
O: 1.53439 -1.05763 1.69582  -0.14
C: 0.44566 -0.41504 1.63855  -0.27
C: -0.60686 -0.85179 2.60002  -0.25
C: -1.52638 0.10097 3.09885  -0.08
C: -2.57361 -0.25849 3.93487  -0.09
C: -2.70638 -1.56553 4.39956  -0.08
C: -1.71314 -2.48597 4.07302  -0.06
C: -0.66304 -2.14867 3.20594  -0.03
H: 0.41152 0.65861 1.34946  0.11
H: -1.39023 1.14015 2.77986  0.12
H: -3.33727 0.48846 4.19359  0.11
H: -3.58383 -1.86423 4.98008  0.11
H: -1.77462 -3.50423 4.46763  0.11
H: 0.11467 -2.88102 3.01585  0.06
C: 3.74918 1.79584 -1.61214  -0.06
C: 2.80595 1.04981 -0.64278  -0.55
C: 3.23781 -0.41429 -0.64244  -0.06
C: 2.93751 1.76039 0.69101  -0.05
C: 1.33514 1.11822 -1.07228  -0.26
C: 1.24666 0.77899 -2.53871  -0.14
C: -0.14138 0.86681 -3.07124  -0.12
N: -1.07585 0.31067 -2.08689  -0.02
C: -2.40691 0.06700 -2.44335  -0.23
C: -3.12229 -0.46399 -1.37688  -0.44
C: -4.46533 -0.78268 -1.54826  -0.08
C: -5.06936 -0.56690 -2.79049  -0.09
C: -4.33842 -0.04546 -3.86478  -0.08
C: -2.98049 0.26776 -3.70438  -0.01
S: -2.11083 -0.66380 0.03609  1.19
C: -0.74623 0.00772 -0.79297  -0.49
N: 0.44459 0.24290 -0.25908  0.04
H: 3.44641 2.84635 -1.76420  0.09
H: 4.75967 1.81047 -1.16960  0.10
H: 3.85560 1.31516 -2.60042  0.08
H: 2.49487 -1.03289 -0.13591  0.07
H: 3.37317 -0.78323 -1.66904  0.08
H: 4.17095 -0.51469 -0.07951  0.05
H: 2.25956 1.35844 1.43990  0.05
H: 3.95321 1.62370 1.06955  0.08
H: 2.72737 2.82607 0.53614  0.09
H: 0.99305 2.16770 -0.94469  0.17
H: 1.84834 1.50959 -3.08366  0.12
H: 1.68154 -0.21350 -2.70912  0.13
H: -0.43139 1.89481 -3.32628  0.14
H: -0.20135 0.30606 -4.00210  0.13
H: -5.00232 -1.19935 -0.70392  0.11
H: -6.12599 -0.81760 -2.92480  0.11
H: -4.82806 0.11216 -4.82447  0.11
H: -2.38945 0.64397 -4.53826  0.11

---

Entry 4:
The following is a quantum chemistry calculation of C5H10O2 in the gas phase, from OMol25.

Summary:
HOMO-LUMO gap   10.38 eV
HOMO energy   -9.49 eV
Spin multiplicity   1
Molar mass   102.13 g mol⁻¹

Last column: Löwdin charge in e.
CARTESIAN COORDINATES (ANGSTROEM)
O: -1.48672 -0.58596 1.14949  -0.06
C: -0.83871 0.64322 1.41671  -0.20
C: 0.32492 0.93993 0.47014  -0.33
C: 1.18178 -0.30764 0.21251  -0.12
C: 0.42026 -1.00615 -0.95289  -0.15
C: -0.37886 0.16179 -1.57995  -0.18
O: -0.08800 1.33051 -0.82581  -0.10
H: -0.79663 -1.24551 1.01636  0.06
H: -0.46433 0.67670 2.45477  0.12
H: -1.59071 1.42777 1.30029  0.13
H: 0.87760 1.79210 0.88379  0.15
H: 1.37234 -0.88113 1.12988  0.12
H: 2.16376 -0.01343 -0.16514  0.12
H: -0.28078 -1.80951 -0.69164  0.10
H: 1.13199 -1.44932 -1.65157  0.10
H: -1.45813 -0.02776 -1.54986  0.12
H: -0.08978 0.35439 -2.61708  0.12

---

Entry 5:
The following is a quantum chemistry calculation of C6H7N3O2 in the gas phase at a distorted geometry, from OMol25.

Summary:
HOMO-LUMO gap (spin up / spin down)   7.30 / 7.26 eV
HOMO energy (spin up / spin down)   -6.88 / -10.24 eV
Spin multiplicity   3
Molar mass   153.14 g mol⁻¹

Last column: Löwdin charge in e.
CARTESIAN COORDINATES (ANGSTROEM)
C: 0.07197 -1.08922 0.28896  -0.18
C: -1.29214 -0.48410 0.21774  -0.21
C: -2.52962 1.55040 -0.10475  -0.31
C: 1.19058 -0.23565 0.10755  -0.27
C: 2.37483 -0.68163 -0.69815  -0.03
C: 1.16557 1.01683 0.65481  0.06
N: -2.14916 -1.47276 0.05988  0.15
N: -0.06502 -2.41530 0.14485  0.10
N: -1.39086 0.90819 0.20868  0.15
O: -2.71725 2.74391 -0.23284  0.05
O: -1.35214 -2.61192 0.07291  -0.10
H: -3.41122 0.92682 -0.17535  0.13
H: 2.51183 -0.08798 -1.60638  0.09
H: 3.26169 -0.54780 -0.20358  0.04
H: 2.36233 -1.77668 -1.03347  0.11
H: 0.73984 1.09390 1.62562  0.09
H: 1.82289 1.79331 0.38872  0.08
H: -0.59413 1.36968 0.28481  0.03

---

Question: Which of these has the highest molar mass?
Answer: C21H24BCl3N2OS

---

Question: What is the spin multiplicity in the fourth record?
Answer: 1

---

Question: Number 2 is which compound?
Answer: C4H7NS3